Entry 1:
15
Properties=species:S:1:pos:R:3 method="wB97M-V/def2-TZVPD" e_above_lowest_kcal_mol=182.8 orbital_gap_ev=9.36 homo_energy_ha=-0.3469
C -1.565 -0.021 0.611
C -0.019 -0.001 0.747
C 1.729 0.667 -0.555
C 0.991 -0.795 -0.126
H -2.551 -1.499 -0.810
H -1.819 1.578 0.217
H -2.427 -0.506 1.735
H 0.450 0.176 1.747
H -0.350 1.267 -0.703
H 2.472 0.996 0.197
H 1.929 0.836 -1.564
H 0.508 -1.104 -1.145
N 0.317 1.324 -0.002
O -1.597 -1.223 -0.773
F 1.932 -1.694 0.423



Entry 2:
15
Properties=species:S:1:pos:R:3 method="wB97M-V/def2-TZVPD" e_above_lowest_kcal_mol=31.2 orbital_gap_ev=10.46 homo_energy_ha=-0.3508
C 1.394 0.639 0.092
C 0.016 1.115 -0.251
C 1.257 -0.855 0.134
C -0.887 0.119 0.462
N -2.241 -0.440 -0.525
O -0.080 -1.085 0.676
F -1.479 0.370 1.583
H 1.943 0.906 -0.805
H 1.675 1.019 1.096
H -0.333 2.138 0.036
H -0.181 0.903 -1.380
H 1.146 -1.379 -0.812
H 2.053 -1.414 0.643
H -1.658 -1.053 -1.185
H -2.625 -0.983 0.236



Entry 3:
16
Properties=species:S:1:pos:R:3 method="wB97M-V/def2-TZVPD" e_above_lowest_kcal_mol=31.8 orbital_gap_ev=9.78 homo_energy_ha=-0.3355
C -0.867 0.074 0.777
C -0.735 1.265 -0.048
C -0.266 -0.016 -0.671
C 1.280 -0.118 -0.724
H 0.308 0.730 2.230
H 0.883 -0.619 1.511
H -1.785 -0.412 0.920
H -1.645 1.615 -0.442
H -2.346 -1.121 -1.243
H 1.657 0.000 -1.766
H 1.652 0.710 -0.105
H 1.220 -2.065 -0.508
N 0.027 -0.156 1.858
O 1.761 -1.352 -0.121
F 0.164 2.232 0.315
S -1.308 -0.767 -1.982



Entry 4:
14
Properties=species:S:1:pos:R:3 method="wB97M-V/def2-TZVPD" e_above_lowest_kcal_mol=1.8 orbital_gap_ev=10.67 homo_energy_ha=-0.3609
C 0.310 0.982 -0.601
C -0.174 0.987 0.821
C 0.531 -0.552 -0.603
C -0.331 -0.607 0.694
F -2.246 -0.221 -0.845
P -2.115 -1.125 0.562
H -0.476 1.274 -1.238
H 1.270 1.411 -0.686
H 0.500 1.475 1.434
H -1.085 1.446 0.901
H 0.106 -1.068 -1.561
H 1.615 -0.950 -0.600
H 0.019 -1.218 1.492
H -1.670 -2.226 -0.276



Entry 5:
23
Properties=species:S:1:pos:R:3 method="wB97M-V/def2-TZVPD" e_above_lowest_kcal_mol=0.0 orbital_gap_ev=7.83 homo_energy_ha=-0.3268
Hf -2.514 -8.168 9.237
S -2.033 -10.464 9.679
Sb -3.591 -10.380 7.690
S -2.190 -8.743 6.705
S -4.915 -8.599 8.823
S -4.364 -12.221 6.850
S -1.606 -4.721 12.290
C -2.287 -6.058 11.661
N -2.663 -7.012 11.108
C -2.428 -2.781 9.052
N -1.751 -4.048 9.029
C -1.824 -5.063 8.170
S -0.586 -6.335 8.417
N -2.690 -5.270 7.188
C -3.878 -4.462 6.870
H -1.868 -2.107 9.617
H -3.433 -2.854 9.573
H -2.622 -2.429 8.083
H -1.061 -4.240 9.796
H -2.603 -6.152 6.663
H -3.733 -3.720 6.121
H -4.386 -4.195 7.761
H -4.510 -5.183 6.312



Entry 6:
16
Properties=species:S:1:pos:R:3 method="wB97M-V/def2-TZVPD" s2=6.009 charge=+3 multiplicity=5 e_above_lowest_kcal_mol=0.0 orbital_gap_ev="5.46 / 5.38" homo_energy_ha="-0.8221 / -0.8110"
C -1.681 2.210 0.841
C -0.300 1.608 0.823
O -0.436 0.199 1.120
H -1.596 3.279 0.608
H -2.332 1.731 0.098
H -2.133 2.104 1.835
H 0.346 2.032 1.606
H 0.202 1.695 -0.150
Ho 1.372 -2.546 2.040
O 0.619 -0.481 0.724
O 1.937 -2.371 -0.183
C 1.460 -2.392 -1.384
C 0.531 -1.446 -1.774
H 0.746 -0.854 -2.667
H 1.783 -3.207 -2.040
H -0.519 -1.559 -1.497



Entry 7:
16
Properties=species:S:1:pos:R:3 method="wB97M-V/def2-TZVPD" s2=6.015 charge=+3 multiplicity=5 e_above_lowest_kcal_mol=28.0 orbital_gap_ev="7.73 / 6.04" homo_energy_ha="-0.8604 / -0.8291"
C 3.274 0.455 -1.336
C 2.562 1.074 -0.161
O 1.593 0.077 0.284
H 3.946 1.199 -1.782
H 3.851 -0.428 -1.036
H 2.536 0.156 -2.090
H 2.032 1.995 -0.433
H 3.222 1.242 0.698
Ho -0.261 -1.488 -0.334
O 0.471 0.711 0.783
O -1.364 0.407 0.573
C -1.589 1.205 1.577
C -0.470 2.001 1.895
H -0.146 1.997 2.939
H -2.387 1.000 2.298
H -0.353 2.864 1.230



Entry 8:
25
Properties=species:S:1:pos:R:3 method="wB97M-V/def2-TZVPD" orbital_gap_ev=8.30 homo_energy_ha=-0.3521
C 3.282 -1.203 0.332
C 3.183 0.012 -0.604
I 3.642 -0.487 -2.642
C 1.882 0.794 -0.490
I 1.708 1.401 1.587
S 0.288 0.122 -1.026
O 0.073 -1.201 -0.515
O 0.362 0.282 -2.457
N -0.652 1.301 -0.454
S -1.752 1.100 0.700
O -1.270 0.455 1.884
O -2.365 2.403 0.865
C -3.030 0.058 -0.046
S -3.574 -1.403 0.855
O -3.627 -1.147 2.263
O -2.904 -2.556 0.330
H 3.777 -2.030 -0.171
H 2.294 -1.558 0.630
H 3.845 -0.943 1.230
H 3.971 0.716 -0.343
H 1.916 1.717 -1.072
H -2.647 -0.310 -1.000
H -3.914 0.665 -0.245
H -4.854 -1.426 0.396
Li 0.366 3.238 -0.006



Entry 9:
15
Properties=species:S:1:pos:R:3 method="wB97M-V/def2-TZVPD" charge=+1 e_above_lowest_kcal_mol=81.0 orbital_gap_ev=9.12 homo_energy_ha=-0.4897
C 1.286 0.695 -0.509
C -0.582 1.793 0.292
C 0.307 -0.480 -0.573
C -1.151 0.320 0.407
N 0.819 1.770 -0.117
N 0.591 -1.693 0.146
I -3.001 -0.438 -0.112
H 2.301 0.421 -0.945
H -1.261 2.405 -0.479
H -0.555 2.273 1.277
H 0.180 -0.590 -1.689
H -0.871 -0.220 1.393
H 0.640 -1.594 1.178
H 1.537 -2.271 -0.048
H -0.239 -2.391 -0.222



Entry 10:
16
Properties=species:S:1:pos:R:3 method="wB97M-V/def2-TZVPD" charge=+2 orbital_gap_ev=4.04 homo_energy_ha=-0.5567
C 2.457 -0.539 0.109
N 1.533 -0.074 0.983
C 0.706 1.005 0.656
C -0.363 0.572 -0.418
O -0.995 -0.656 -0.050
C -2.311 -0.685 0.185
O -2.964 0.109 0.799
H 3.405 -0.511 0.721
H 2.365 -1.652 0.132
H 2.571 -0.079 -0.875
H 0.192 1.376 1.541
H 1.294 1.798 0.155
H -1.087 1.391 -0.419
H 0.090 0.429 -1.398
H -2.787 -1.600 -0.227
Lu -4.105 -0.884 -1.894



Entry 11:
13
Properties=species:S:1:pos:R:3 method="wB97M-V/def2-TZVPD" charge=+1 e_above_lowest_kcal_mol=42.1 orbital_gap_ev=11.65 homo_energy_ha=-0.5532
C -2.178 -0.192 0.205
C -0.995 -0.031 -0.367
C 1.284 -0.724 0.297
C 1.342 0.619 -0.337
N 0.148 0.280 0.371
H -3.142 -0.282 -0.413
H -2.388 -0.152 1.275
H -0.836 0.179 -1.615
H 1.178 -1.614 -0.318
H 1.775 -0.951 1.283
H 2.008 1.446 0.124
H 1.361 0.779 -1.368
H -0.115 0.506 1.321



Entry 12:
13
Properties=species:S:1:pos:R:3 method="wB97M-V/def2-TZVPD" charge=+1 e_above_lowest_kcal_mol=47.5 orbital_gap_ev=11.85 homo_energy_ha=-0.6061
C -0.596 0.264 -0.153
C 0.208 1.520 0.014
C -2.044 -0.422 0.003
C 1.764 -0.681 -0.003
N 0.643 0.118 -0.095
H 0.315 2.075 -0.897
H 0.424 1.828 1.047
H -2.559 -0.189 -0.874
H -2.450 -0.140 1.061
H -1.862 -1.469 -0.069
H 1.972 -1.158 1.033
H 2.550 -0.208 -0.528
H 1.636 -1.538 -0.538



Entry 13:
13
Properties=species:S:1:pos:R:3 method="wB97M-V/def2-TZVPD" charge=+1 e_above_lowest_kcal_mol=46.9 orbital_gap_ev=10.08 homo_energy_ha=-0.5473
C -2.535 -0.126 0.057
C -2.690 0.923 -0.559
C 1.142 0.745 0.262
C 1.201 -0.677 -0.099
N 0.133 -1.335 0.115
H -2.721 -1.114 0.415
H 0.249 1.055 0.743
H 1.234 1.318 -0.702
H -2.669 1.912 -0.935
H 2.068 -1.066 -0.426
H 1.916 0.892 0.881
H -0.690 -0.761 0.325
H 0.219 -2.340 -0.014



Entry 14:
13
Properties=species:S:1:pos:R:3 method="wB97M-V/def2-TZVPD" charge=+1 e_above_lowest_kcal_mol=62.2 orbital_gap_ev=12.09 homo_energy_ha=-0.5783
C -2.693 -0.019 0.026
C -1.500 0.043 -0.161
C 0.524 1.267 0.072
C 0.521 -1.222 0.045
N -0.123 -0.055 -0.454
H -3.721 -0.192 0.407
H 0.442 1.140 1.097
H 1.652 1.403 -0.198
H -0.129 2.223 -0.086
H 0.569 -1.310 1.139
H -0.029 -2.093 -0.266
H 1.451 -1.146 -0.355
H -0.039 -0.278 -1.501



Entry 15:
14
Properties=species:S:1:pos:R:3 method="wB97M-V/def2-TZVPD" e_above_lowest_kcal_mol=153.4 orbital_gap_ev=9.02 homo_energy_ha=-0.3176
C 2.346 -0.009 -0.593
C 0.329 -0.082 0.749
C -1.712 0.576 -0.060
C -2.307 -0.757 -0.366
H 1.769 -0.219 -1.604
H 2.584 1.203 -0.598
H 3.336 -0.452 -0.515
H -0.419 -0.516 1.459
H 0.148 1.461 -0.572
H -2.364 1.738 0.629
H -1.871 -2.019 -1.114
H -3.453 -0.681 -0.084
N 1.555 -0.560 0.636
N -0.365 0.719 -0.061



Entry 16:
14
Properties=species:S:1:pos:R:3 method="wB97M-V/def2-TZVPD" e_above_lowest_kcal_mol=55.0 orbital_gap_ev=10.45 homo_energy_ha=-0.3452
C 1.860 -0.136 -0.037
N 1.096 -1.354 0.231
C 0.615 -0.416 -0.772
C -0.568 0.468 -0.473
C -1.728 -0.074 0.256
N -0.860 0.895 0.920
H 2.830 -0.274 -0.505
H 1.779 0.670 0.687
H 0.569 -1.242 1.096
H 0.678 -0.814 -1.789
H -0.620 1.370 -1.062
H -1.572 -1.058 0.690
H -2.760 0.161 0.021
H -1.321 1.805 0.821



no.,energy (eV)
1,-10524.575
2,-10531.152
3,-21366.300
4,-16282.517
5,-81608.127
6,-36177.566
7,-36176.350
8,-66962.696
9,-15348.596
10,-43458.679
11,-5758.038
12,-5757.803
13,-5757.829
14,-5757.167
15,-7251.225
16,-7255.491